# 1
ORCA calculation (ωB97M-V/def2-TZVPD) on a single C5H9NOS molecule.

Computed properties:
* Kohn-Sham gap: 9.091 eV
* energy above the lowest of the compared OMol25 structures with the same formula, charge and spin: 9.9 kcal per mole

Geometry as ORCA input:
```
! wB97M-V def2-TZVPD RIJCOSX def2/J DEFGRID3
* xyz 0 1
C 1.46717 1.67352 0.31941
N 0.52638 0.64003 -0.02765
C -0.91975 0.85769 0.08463
C -1.50746 -0.39257 -0.56833
C -0.42708 -1.45078 -0.34201
O -0.68593 -2.10929 0.89130
C 0.86050 -0.64725 -0.21623
S 2.37195 -1.32060 -0.18358
H 1.58514 1.74707 1.40591
H 2.41237 1.44327 -0.12594
H 1.10370 2.62838 -0.07738
H -1.20204 0.93450 1.15022
H -1.19914 1.78002 -0.43517
H -2.47382 -0.71718 -0.12093
H -1.64850 -0.24890 -1.65703
H -0.37859 -2.19358 -1.18622
H 0.11510 -2.62433 1.08901
*
```

Here are the Mulliken charges for atoms 1 to 2, given in e: -0.975 0.074

=====

# 2
ORCA calculation (ωB97M-V/def2-TZVPD) on a molecular structure, C5H9NOS.

Computed properties:
* Kohn-Sham gap: 7.679 eV
* energy above the lowest of the compared OMol25 structures with the same formula, charge and spin: 77.4 kcal per mole

Geometry as ORCA input:
```
! wB97M-V def2-TZVPD RIJCOSX def2/J DEFGRID3
* xyz 0 1
C -0.64858 -1.18688 -0.53800
C 0.37188 0.25800 1.27702
C -1.51294 0.01690 -0.61358
C 0.54966 -0.96093 0.37598
C 0.38224 1.27731 0.12451
N -0.67112 1.18168 -0.69095
O 3.07118 0.28163 0.40553
S 2.02306 -0.15786 -0.55532
H -1.31871 -1.92564 -0.22330
H -0.24620 -1.47563 -1.53961
H -0.53673 0.26195 1.94822
H 1.19476 0.47366 2.04134
H -2.09791 0.03985 -1.49663
H -2.05279 0.12760 0.31706
H 0.88433 -1.91977 0.78380
H 0.95888 2.24858 -0.04008
H -0.35102 1.45955 -1.57599
*
```

Here are the Mulliken charges for atoms 1 to 2, given in e: -0.563 -0.965

=====

# 3
ORCA calculation (ωB97M-V/def2-TZVPD) on a single C5H9NOS molecule.

Computed properties:
* Kohn-Sham gap: 9.908 eV
* energy above the lowest of the compared OMol25 structures with the same formula, charge and spin: 0.0 kcal per mole

Geometry as ORCA input:
```
! wB97M-V def2-TZVPD RIJCOSX def2/J DEFGRID3
* xyz 0 1
C 0.31408 -0.03077 1.68489
C 0.58835 -0.36141 0.22711
S 2.04511 -1.43570 0.00719
C 0.64733 0.91725 -0.64087
C -0.77709 1.19696 -1.02411
N -1.35558 -0.12249 -1.02377
C -0.67908 -1.04995 -0.32421
O -1.01713 -2.21265 -0.13415
H -0.46984 0.64143 1.87893
H 0.13470 -0.96407 2.18193
H 1.22369 0.39739 2.15224
H 1.40879 -2.54033 0.31794
H 1.07905 1.75727 -0.12318
H 1.25826 0.64550 -1.52973
H -1.30300 1.81252 -0.25326
H -0.79199 1.67139 -2.03826
H -2.30565 -0.32233 -1.35869
*
```

Here are the Mulliken charges for atoms 1 to 2, given in e: -1.538 0.983

=====

# 4
ORCA calculation (ωB97M-V/def2-TZVPD) on a molecular structure, C5H9NPPb.

Computed properties:
* Kohn-Sham gap: 2.598 eV

Geometry as ORCA input:
```
! wB97M-V def2-TZVPD RIJCOSX def2/J DEFGRID3
* xyz 1 1
P 2.30867 0.04342 0.26498
C 0.38321 0.11833 0.16669
C -0.37793 1.55594 0.19640
C -1.98273 1.33955 0.05103
C -2.58242 -0.14178 -0.08506
N -1.93332 -1.48269 -0.06832
C -0.47141 -1.23336 0.05958
H 2.23757 -1.41499 0.23658
H 2.31582 0.04877 1.71422
H 2.38325 1.48299 0.22870
H 2.29719 0.01689 -1.20423
H 3.75049 -0.04780 0.17617
H 0.13244 2.60604 0.26766
H -2.70432 2.27415 0.04438
H -3.76910 -0.19623 -0.22591
H 0.18168 -2.23541 0.06388
Pb -2.16910 -2.73380 -1.88674
*
```

Here are the Mulliken charges for atoms 1 to 2, given in e: -0.220 0.099

=====

# 5
ORCA calculation (ωB97M-V/def2-TZVPD) on a single C5H9NS molecule.

Computed properties:
* Kohn-Sham gap: 7.993 eV
* energy above the lowest of the compared OMol25 structures with the same formula, charge and spin: 16.4 kcal per mole

Geometry as ORCA input:
```
! wB97M-V def2-TZVPD RIJCOSX def2/J DEFGRID3
* xyz 0 1
C -1.79294 0.63121 -1.16559
C -0.52723 0.47735 -0.36860
S 0.34853 1.86529 0.12766
C -0.09163 -0.90063 -0.07886
C -0.91332 -2.08354 -0.54214
C 1.03222 -1.26909 0.61401
N 1.81325 -0.44522 1.33234
H -1.74451 0.06695 -2.05190
H -2.59444 0.12943 -0.56566
H -2.04205 1.64273 -1.28666
H -0.98333 -2.19926 -1.67452
H -0.58760 -2.99632 -0.06017
H -1.94381 -1.92661 -0.35064
H 1.31954 -2.32474 0.68001
H 1.46730 0.53105 1.25578
H 2.59710 -0.78320 1.93190
*
```

Here are the Mulliken charges for atoms 1 to 2, given in e: -1.196 0.574

=====

# 6
ORCA calculation (ωB97M-V/def2-TZVPD) on a single C5H9NS molecule.

Computed properties:
* Kohn-Sham gap: 8.659 eV
* energy above the lowest of the compared OMol25 structures with the same formula, charge and spin: 42.1 kcal per mole

Geometry as ORCA input:
```
! wB97M-V def2-TZVPD RIJCOSX def2/J DEFGRID3
* xyz 0 1
C 2.43514 0.76764 -1.90832
C 0.92121 0.61679 -2.24468
C 0.11451 0.10421 -1.29340
N 0.42189 -0.14004 -0.00341
C -0.43054 -0.26924 1.01184
C 0.25158 -0.17718 2.38506
S -2.08603 -0.48031 0.84400
H 2.97578 -0.27998 -2.19264
H 2.32323 0.90996 -0.68942
H 2.98031 1.61884 -2.44740
H 0.64289 0.54110 -3.30711
H -0.91619 -0.12537 -1.36502
H 1.32288 0.18931 0.28030
H -0.07358 0.72326 3.00221
H 0.00753 -0.98297 3.17867
H 1.40898 -0.18237 2.35732
*
```

Here are the Mulliken charges for atoms 1 to 2, given in e: -0.692 -0.496

=====

# 7
ORCA calculation (ωB97M-V/def2-TZVPD) on a single C5H9NS molecule.

Computed properties:
* Kohn-Sham gap: 8.612 eV
* energy above the lowest of the compared OMol25 structures with the same formula, charge and spin: 16.9 kcal per mole

Geometry as ORCA input:
```
! wB97M-V def2-TZVPD RIJCOSX def2/J DEFGRID3
* xyz 0 1
C 1.60166 -1.17063 -0.46891
C 1.10658 0.01962 -0.14563
C 2.04909 1.13304 0.34728
C -0.36461 0.41904 -0.11403
S -0.80346 1.99425 -0.36965
N -1.24688 -0.55180 0.06365
C -2.71567 -0.39314 0.08816
H 2.64168 -1.35077 -0.50947
H 1.00162 -1.98821 -0.89888
H 1.78859 1.26425 1.44871
H 3.12932 0.90005 0.15285
H 1.82803 2.11366 -0.10173
H -0.85687 -1.44360 0.08332
H -3.05778 -0.74925 1.04585
H -3.19311 -0.87378 -0.73824
H -2.90817 0.67726 0.11669
*
```

Here are the Mulliken charges for atoms 1 to 2, given in e: -1.088 0.656

=====

# 8
ORCA calculation (ωB97M-V/def2-TZVPD) on a single C5H9NS2 molecule.

Computed properties:
* Kohn-Sham gap: 8.949 eV
* energy above the lowest of the compared OMol25 structures with the same formula, charge and spin: 40.1 kcal per mole

Geometry as ORCA input:
```
! wB97M-V def2-TZVPD RIJCOSX def2/J DEFGRID3
* xyz 0 1
C 1.64433 0.90526 1.37526
C 1.18898 -0.26845 0.48736
S 2.73945 -0.76903 -0.37677
C 0.11695 0.06168 -0.49170
C -0.05999 1.42108 -1.01907
N -0.93594 0.89007 -0.03541
C -2.25987 0.55736 -0.07381
S -2.92234 -0.92887 0.22873
H 2.40980 0.48418 2.00336
H 2.13907 1.72604 0.83630
H 0.85730 1.33591 1.98023
H 0.82468 -1.11218 1.07584
H 2.29260 -1.95410 -0.81647
H -0.08830 -0.77381 -1.16777
H -0.48396 1.54468 -2.04342
H 0.57097 2.18739 -0.62157
H -2.82668 1.43636 -0.29818
*
```

Here are the Mulliken charges for atoms 1 to 2, given in e: -1.681 0.046